Density functional theory data (ωB97M-V with the def2-TZVPD basis set) for a cluster of 3 separate species, C3H15N2O2 in total at a distorted geometry.

Output
⟨S²⟩ = 0.754
E = -10409.28622 eV
Highest occupied orbital energy (spin up / spin down) = -15.93 / -15.93 eV
Molar mass = 111.165 g/mol
Kohn-Sham gap (spin up / spin down) = 8.48 / 2.83 eV

ORCA input file:
```
! wB97M-V def2-TZVPD RIJCOSX def2/J DEFGRID3
* xyz 2 2
N -0.8305 0.0053 2.2069
C -0.4370 1.5082 2.2787
C 0.3755 1.8938 0.9078
N -0.1982 1.0993 -0.1655
C -1.3653 1.6320 -0.8584
H 0.0604 -0.3942 2.5160
H -1.5739 -0.2918 2.8473
H -0.8022 -0.1531 1.1258
H -1.2698 2.1765 2.4482
H 0.2888 1.5385 3.0844
H 0.2256 2.9829 0.8390
H 1.3817 1.5392 1.1370
H 0.5803 0.8560 -0.8072
H -1.8313 0.8077 -1.3847
H -1.0654 2.4513 -1.5582
H -2.0316 2.1623 -0.1652
H 1.1851 -5.7006 -1.8362
H 0.4614 -5.6420 -0.4987
O 0.6161 -5.1328 -1.3035
H 2.0858 0.2919 -3.2879
H 1.2699 -0.7036 -2.3449
O 1.4689 0.2165 -2.5464
*
```